C14H18I2N3OP as an isolated structure at a distorted geometry. Source: the OMol25 dataset; level of theory: ωB97M-V/def2-TZVPD.

Last column: natural (NBO) charge in e.
Cartesian coordinates (Å):
C1 3.521 -1.344 0.175  -0.647
C2 2.046 -1.524 -0.314  -0.356
I1 2.039 -2.613 -2.191  0.114
C3 1.237 -0.148 -0.498  -0.673
I2 0.996 0.250 -2.618  0.120
P1 -0.539 -0.494 0.186  0.899
N1 -2.214 -0.968 0.812  -0.858
C4 -2.554 -1.992 0.264  0.821
O1 -2.749 -2.936 -0.371  -0.510
H1 4.234 -1.013 -0.616  0.235
H2 3.881 -2.360 0.506  0.220
H3 3.613 -0.696 1.090  0.222
H4 1.511 -2.143 0.453  0.214
H5 1.675 0.723 0.046  0.249
H6 -1.090 0.595 -0.553  0.019
H7 -0.452 -1.794 -0.404  -0.029
H8 -0.079 -0.280 1.519  0.001
N2 -6.369 0.379 3.561  -0.417
C5 -5.535 -0.052 2.610  0.035
C6 -5.559 -1.335 2.086  -0.255
C7 -6.499 -2.226 2.577  -0.169
C8 -7.375 -1.803 3.565  -0.264
C9 -7.269 -0.498 4.019  0.031
H9 -4.814 0.679 2.259  0.197
H10 -4.861 -1.628 1.316  0.215
H11 -6.550 -3.239 2.195  0.217
H12 -8.122 -2.470 3.974  0.219
H13 -7.934 -0.119 4.788  0.191
N3 4.407 2.206 -1.448  -0.437
C10 3.860 2.035 -2.658  0.022
C11 4.400 2.549 -3.827  -0.264
C12 5.570 3.285 -3.741  -0.165
C13 6.155 3.477 -2.498  -0.266
C14 5.538 2.918 -1.390  0.034
H14 2.937 1.451 -2.673  0.188
H15 3.915 2.378 -4.780  0.219
H16 6.023 3.705 -4.632  0.216
H17 7.069 4.047 -2.392  0.220
H18 5.960 3.038 -0.398  0.190

The calculation puts the frontier orbital gap at 7.90 eV. The total energy comes out at -1720.4031 a.u. The charge is 0.



A 2-piece molecular cluster, C14H18IN5O6 overall at a distorted geometry. Source: the OMol25 dataset; level of theory: ωB97M-V/def2-TZVPD.

Last column: natural (NBO) charge in e.
Cartesian coordinates (Å):
N1 -5.398 -1.694 -0.171  -0.811
C1 -5.781 -0.860 0.843  0.642
O1 -6.984 -0.684 0.926  -0.603
C2 -4.824 -0.248 1.783  -0.152
C3 -5.277 0.347 2.965  -0.105
C4 -4.374 0.934 3.849  -0.274
C5 -3.000 0.953 3.588  -0.061
I1 -1.767 2.049 5.137  0.167
C6 -2.502 0.355 2.394  0.046
N2 -1.135 0.317 2.016  0.494
O2 -0.268 0.264 2.890  -0.357
O3 -0.872 0.330 0.809  -0.374
C7 -3.445 -0.232 1.517  -0.155
H1 -4.477 -2.118 -0.127  0.388
H2 -6.157 -2.190 -0.628  0.417
H3 -6.340 0.359 3.196  0.251
H4 -4.748 1.400 4.756  0.242
H5 -3.089 -0.685 0.595  0.246
C8 3.940 1.542 0.720  -0.424
N3 2.701 2.042 0.129  -0.590
C9 1.931 1.445 -0.786  0.682
O4 0.921 2.016 -1.183  -0.643
C10 2.288 0.049 -1.348  -0.121
C11 2.415 0.068 -2.886  -0.503
C12 3.509 0.989 -3.399  0.672
N4 3.632 1.128 -4.697  -0.800
O5 4.281 1.575 -2.662  -0.647
N5 1.229 -0.900 -0.993  -0.607
C13 1.338 -2.186 -0.670  0.677
C14 2.706 -2.837 -0.617  -0.713
O6 0.343 -2.845 -0.408  -0.643
H6 3.766 0.581 1.208  0.195
H7 4.303 2.252 1.465  0.215
H8 4.704 1.429 -0.053  0.220
H9 2.380 2.956 0.413  0.408
H10 3.239 -0.270 -0.926  0.222
H11 2.627 -0.938 -3.247  0.227
H12 1.468 0.392 -3.318  0.244
H13 2.998 0.670 -5.324  0.395
H14 4.350 1.761 -5.004  0.412
H15 0.292 -0.524 -0.952  0.432
H16 2.581 -3.899 -0.411  0.247
H17 3.212 -2.712 -1.571  0.216
H18 3.287 -2.383 0.183  0.225

The calculation puts the frontier orbital gap at 8.41 eV. Its structure (SMILES) is NC(=O)c1ccc(I)c([N+](=O)[O-])c1.CNC(=O)[C@H](CC(N)=O)NC(C)=O. The total energy comes out at -1567.1683 a.u. The charge is 0.



C14H18IN6OSiTi as an isolated structure at a distorted geometry. Source: the OMol25 dataset; level of theory: ωB97M-V/def2-TZVPD.

Last column: Mulliken spin population.
Cartesian coordinates (Å):
Ti1 0.199 0.027 0.254  0.986
N1 4.246 -1.050 -0.413  -0.001
C1 3.098 -0.709 -1.039  0.006
N2 2.109 -0.899 -0.144  -0.001
C2 2.687 -1.499 0.948  0.015
N3 3.995 -1.531 0.858  0.003
C3 1.858 -1.727 2.094  -0.009
C4 2.286 -2.322 3.293  -0.001
N4 1.433 -2.655 4.219  0.005
C5 0.155 -2.320 4.044  0.001
C6 -0.292 -1.642 2.912  0.019
N5 0.526 -1.259 1.912  -0.020
H1 5.249 -0.990 -0.684  0.000
H2 3.015 -0.302 -2.055  0.000
H3 3.326 -2.585 3.508  0.000
H4 -0.494 -2.671 4.809  0.000
H5 -1.304 -1.285 2.927  -0.006
C7 -3.390 -2.203 -1.618  -0.001
Si1 -2.691 -0.556 -1.000  -0.003
C8 -3.644 -0.124 0.590  0.004
C9 -2.946 0.711 -2.307  0.000
O1 -0.994 -0.869 -0.807  -0.008
H6 -4.517 -2.064 -1.534  0.000
H7 -2.969 -3.024 -1.034  0.000
H8 -3.064 -2.175 -2.654  0.000
H9 -4.368 0.667 0.458  0.000
H10 -3.012 0.150 1.426  -0.002
H11 -4.163 -1.027 0.933  0.000
H12 -3.221 0.261 -3.266  0.000
H13 -2.184 1.487 -2.428  0.000
H14 -3.829 1.203 -1.948  0.000
I1 -0.464 2.161 2.055  -0.003
C10 0.797 2.596 0.144  0.015
C11 1.508 3.779 -0.166  -0.011
C12 1.876 4.016 -1.495  0.024
C13 1.486 3.063 -2.471  -0.011
C14 0.773 1.960 -2.152  0.041
N6 0.464 1.696 -0.827  -0.037
H15 1.699 4.493 0.624  0.000
H16 2.489 4.866 -1.698  0.001
H17 1.830 3.212 -3.475  -0.001
H18 0.442 1.136 -2.793  -0.006

The calculation puts the frontier orbital gap (spin up / spin down) at 7.15 / 7.15 eV. Its expectation value of S² is 0.755. Its spin multiplicity is 2. The total energy comes out at -2384.2810 a.u. The charge is +2.



C14H18IrN3O2S as an isolated structure at a distorted geometry. Source: the OMol25 dataset; level of theory: ωB97M-V/def2-TZVPD.

Last column: natural (NBO) charge in e.
Cartesian coordinates (Å):
Ir1 -0.042 -0.100 -0.465  0.937
C1 1.497 1.154 -2.522  -0.253
C2 0.066 1.462 -2.951  -0.256
N1 -0.837 1.273 -1.773  -0.523
C3 -2.244 0.887 -2.083  -0.250
C4 -2.284 -0.469 -2.750  -0.557
S1 -1.064 -1.575 -1.955  0.541
C5 0.301 -1.721 -3.167  -0.552
C6 1.618 -1.374 -2.497  -0.249
N2 1.545 -0.105 -1.714  -0.535
H1 1.881 1.951 -1.886  0.242
H2 2.154 1.076 -3.390  0.247
H3 -0.283 0.827 -3.759  0.216
H4 0.019 2.488 -3.316  0.258
H5 -0.874 2.146 -1.250  0.426
H6 -2.737 1.632 -2.711  0.250
H7 -2.765 0.861 -1.128  0.251
H8 -2.096 -0.467 -3.824  0.253
H9 -3.271 -0.908 -2.608  0.289
H10 0.061 -1.131 -4.047  0.241
H11 0.348 -2.762 -3.485  0.285
H12 2.406 -1.310 -3.250  0.248
H13 1.900 -2.153 -1.790  0.247
H14 2.377 -0.078 -1.125  0.440
O1 2.796 -0.368 2.012  -0.462
C7 1.650 -0.268 2.306  0.686
N3 0.588 -0.157 1.328  -0.716
C8 -0.629 -0.011 1.941  0.689
O2 -1.551 0.054 1.089  -0.590
C9 -0.459 -0.011 3.378  -0.116
C10 -1.371 0.088 4.415  -0.139
C11 -0.870 0.003 5.709  -0.167
C12 0.495 -0.161 5.942  -0.122
C13 1.412 -0.260 4.894  -0.140
C14 0.921 -0.182 3.611  -0.132
H15 -2.428 0.225 4.230  0.250
H16 -1.549 0.053 6.549  0.252
H17 0.851 -0.212 6.962  0.251
H18 2.469 -0.393 5.081  0.258

The calculation puts the frontier orbital gap at 7.53 eV. The total energy comes out at -1361.0135 a.u. The charge is +2.



One molecule with the formula C14H18N2S at a distorted geometry. Source: the OMol25 dataset; level of theory: ωB97M-V/def2-TZVPD.

Last column: natural (NBO) charge in e.
Cartesian coordinates (Å):
C1 -3.526 -0.376 2.431  -0.443
N1 -2.389 0.584 2.320  -0.541
C2 -1.279 0.103 1.833  0.301
S1 -1.026 -1.544 1.252  0.232
C3 0.670 -1.127 0.679  -0.326
C4 0.978 -1.739 -0.673  -0.042
C5 -0.001 -1.782 -1.688  -0.203
C6 0.313 -2.304 -2.953  -0.200
C7 1.562 -2.866 -3.182  -0.216
C8 2.549 -2.735 -2.219  -0.200
C9 2.253 -2.213 -0.940  -0.208
C10 0.780 0.432 0.614  -0.020
C11 0.477 1.178 -0.684  -0.417
C12 0.536 2.700 -0.449  -0.397
C13 -0.478 3.149 0.586  -0.411
C14 -0.199 2.377 1.891  -0.210
N2 -0.187 0.928 1.597  -0.453
H1 -3.807 -0.783 1.445  0.184
H2 -4.386 0.133 2.856  0.205
H3 -3.304 -1.262 3.058  0.185
H4 1.365 -1.513 1.383  0.224
H5 -0.951 -1.353 -1.547  0.219
H6 -0.451 -2.227 -3.716  0.214
H7 1.763 -3.335 -4.141  0.216
H8 3.485 -3.148 -2.436  0.210
H9 2.978 -2.228 -0.129  0.212
H10 1.812 0.688 0.923  0.200
H11 1.199 0.902 -1.466  0.218
H12 -0.499 0.880 -1.050  0.205
H13 0.303 3.163 -1.440  0.213
H14 1.554 2.927 -0.137  0.195
H15 -0.422 4.247 0.775  0.212
H16 -1.499 2.896 0.217  0.213
H17 -0.903 2.610 2.658  0.239
H18 0.728 2.637 2.333  0.189

The calculation puts the frontier orbital gap at 8.86 eV. Its structure (SMILES) is C/N=C1\S[C@@H](c2ccccc2)[C@H]2CCCCN12. The calculation puts the energy relative to the best compared isomer or geometry (same formula, charge and spin) at 0.0 kcal per mole. The total energy comes out at -1051.9685 a.u. The charge is 0.



C14H18N3O3 as an isolated structure at a distorted geometry. Source: the OMol25 dataset; level of theory: ωB97M-V/def2-TZVPD.

Last column: natural (NBO) charge in e.
Cartesian coordinates (Å):
C1 -1.739 0.930 0.858  -0.332
C2 -1.959 1.226 -0.398  -0.157
C3 -0.941 2.000 -1.215  -0.275
N1 0.322 2.262 -0.784  -0.448
C4 1.385 1.384 -0.941  0.484
N2 2.365 1.937 -0.188  -0.429
C5 1.981 3.333 0.323  -0.378
C6 0.848 3.477 -0.142  0.594
O1 0.151 4.479 0.017  -0.495
H1 2.840 3.875 -0.121  0.317
H2 2.420 3.324 1.574  0.323
N3 1.505 0.215 -1.322  -0.552
H3 0.698 0.038 -2.344  0.499
C7 0.800 -0.869 -0.297  0.089
C8 1.446 -1.189 0.732  -0.227
C9 0.688 -1.992 1.689  -0.285
C10 -0.537 -2.778 1.178  0.406
C11 -1.055 -2.389 0.019  -0.341
C12 -0.306 -1.617 -0.741  0.335
O2 -0.911 -1.050 -1.932  -0.536
C13 -1.966 -1.721 -2.602  -0.223
H4 -2.244 -1.112 -3.369  0.224
H5 -2.854 -1.513 -1.756  0.157
H6 -1.977 -2.691 -2.527  0.196
H7 -1.580 -3.042 -0.264  0.223
O3 -1.025 -3.753 2.010  -0.456
C14 -0.644 -4.085 3.103  -0.212
H8 -1.096 -4.850 3.724  0.222
H9 -0.586 -3.111 3.956  0.125
H10 0.389 -4.513 3.173  0.160
H11 1.359 -2.337 2.657  0.271
H12 2.345 -0.655 1.016  0.269
H13 2.320 -0.124 -1.498  0.442
H14 -0.988 1.699 -2.416  0.211
H15 -1.431 3.194 -1.487  0.274
H16 -2.792 1.187 -0.698  0.174
H17 -2.279 0.339 1.278  0.169
H18 -0.906 1.216 1.463  0.185

The calculation puts the frontier orbital gap at 8.79 eV. The total energy comes out at -933.3970 a.u. The charge is +1.



C14H18N6O2OsPS3Sb as an isolated structure at a distorted geometry. Source: the OMol25 dataset; level of theory: ωB97M-V/def2-TZVPD.

Last column: Mulliken spin population.
Cartesian coordinates (Å):
Os1 -0.990 -1.554 -0.304  2.874
C1 -1.797 3.093 2.819  0.001
N1 -1.978 1.744 2.357  0.007
C2 -2.920 0.876 2.802  -0.009
C3 -2.756 -0.283 2.094  -0.015
N2 -1.728 -0.125 1.227  0.059
C4 -1.263 1.112 1.395  -0.034
P1 0.164 1.891 0.539  -0.006
C5 1.309 0.457 0.680  -0.007
N3 1.015 -0.814 0.417  0.065
C6 2.131 -1.538 0.683  -0.012
C7 3.118 -0.693 1.104  0.001
N4 2.589 0.559 1.101  0.005
C8 3.306 1.754 1.460  0.001
C9 -0.345 1.549 -1.185  -0.020
N5 -1.123 0.546 -1.571  0.106
C10 -1.263 0.654 -2.912  0.015
C11 -0.561 1.743 -3.348  -0.008
N6 0.011 2.306 -2.252  0.008
C12 0.850 3.472 -2.277  0.001
H1 -2.550 3.319 3.572  0.000
H2 -0.810 3.221 3.267  0.000
H3 -1.903 3.795 1.991  0.000
H4 -3.621 1.125 3.572  0.001
H5 -3.301 -1.206 2.158  0.008
H6 2.160 -2.606 0.590  -0.005
H7 4.131 -0.888 1.398  0.000
H8 3.769 1.623 2.439  0.000
H9 4.092 1.955 0.729  0.000
H10 2.620 2.602 1.500  0.000
H11 -1.849 -0.045 -3.473  0.004
H12 -0.433 2.153 -4.328  0.000
H13 0.273 4.348 -2.581  0.000
H14 1.261 3.649 -1.285  0.000
H15 1.669 3.332 -2.984  0.000
S1 -3.572 -4.163 2.351  0.864
Sb1 -2.228 -4.778 0.521  0.004
S2 -0.493 -3.526 1.648  0.562
S3 -2.840 -2.728 -0.844  0.565
C13 1.045 -4.695 -2.247  0.000
O1 0.085 -3.944 -1.485  -0.001
C14 0.097 -2.617 -1.634  -0.093
O2 0.794 -2.031 -2.428  0.062
H16 0.775 -5.743 -2.144  0.002
H17 2.042 -4.515 -1.839  0.000
H18 1.015 -4.386 -3.291  0.000

The calculation puts the frontier orbital gap (spin up / spin down) at 7.11 / 6.14 eV. Its expectation value of S² is 8.787. The calculation puts the energy relative to the best compared isomer or geometry (same formula, charge and spin) at 6.4 kcal per mole. Its spin multiplicity is 6. The total energy comes out at -2889.9322 a.u. The charge is +1.



One molecule with the formula C14H18O4. Source: the OMol25 dataset; level of theory: ωB97M-V/def2-TZVPD.

Last column: natural (NBO) charge in e.
Cartesian coordinates (Å):
C1 -0.960 4.486 5.738  -0.620
C2 -1.240 3.492 4.624  -0.053
O1 -0.016 3.156 4.005  -0.539
C3 -0.160 2.245 2.947  -0.070
C4 1.221 1.966 2.371  -0.081
O2 1.071 1.077 1.273  -0.520
C5 2.218 0.658 0.698  0.757
O3 3.308 1.006 1.086  -0.590
C6 2.001 -0.252 -0.429  -0.320
C7 0.788 -0.626 -0.860  -0.093
C8 0.493 -1.512 -1.964  -0.148
C9 -0.840 -1.785 -2.276  -0.153
C10 -1.188 -2.621 -3.319  -0.274
C11 -0.194 -3.216 -4.091  0.310
O4 -0.412 -4.051 -5.137  -0.485
C12 -1.738 -4.359 -5.496  -0.253
C13 1.146 -2.952 -3.789  -0.253
C14 1.482 -2.119 -2.749  -0.143
H1 -0.493 5.377 5.328  0.213
H2 -1.887 4.761 6.233  0.210
H3 -0.283 4.045 6.463  0.213
H4 -1.716 2.584 5.028  0.160
H5 -1.926 3.930 3.881  0.160
H6 -0.613 1.305 3.300  0.164
H7 -0.811 2.661 2.161  0.164
H8 1.871 1.518 3.130  0.196
H9 1.687 2.899 2.036  0.193
H10 2.916 -0.593 -0.889  0.216
H11 -0.075 -0.231 -0.339  0.217
H12 -1.623 -1.330 -1.687  0.210
H13 -2.232 -2.801 -3.522  0.214
H14 -1.663 -5.034 -6.347  0.203
H15 -2.292 -3.463 -5.792  0.178
H16 -2.268 -4.863 -4.681  0.178
H17 1.905 -3.422 -4.395  0.227
H18 2.523 -1.935 -2.540  0.213

The calculation puts the frontier orbital gap at 8.50 eV. Its structure (SMILES) is CCOCCOC(=O)/C=C/c1ccc(OC)cc1. The calculation puts the energy relative to the best compared isomer or geometry (same formula, charge and spin) at 44.7 kcal per mole. The total energy comes out at -845.2029 a.u. The charge is 0.



Q: Look up the charge of the eighth one.
A: 0